# C44H122N10O12

A 12-piece molecular cluster, C44H122N10O12 overall at a distorted geometry (wB97M-V/def2-TZVPD, the OMol25 dataset).

Each line ends with the Löwdin charge.
Atoms and positions in Å:
C 6.4591 -6.7204 -14.2138  -0.08
O 7.0578 -5.4239 -14.1465  -0.21
C 8.4219 -5.4873 -13.8676  -0.22
C 9.0267 -4.0873 -13.7593  -0.44
C 10.4939 -4.0165 -13.2956  -0.05
N 8.3638 -3.2884 -12.8004  0.04
H 5.3785 -6.6139 -14.1182  0.09
H 6.7935 -7.3859 -13.4180  0.08
H 6.7641 -7.1437 -15.1708  0.09
H 8.5706 -5.9906 -12.9123  0.13
H 8.9170 -6.0608 -14.6513  0.13
H 8.9986 -3.5505 -14.7075  0.12
H 11.1297 -4.7083 -13.8481  0.06
H 10.5900 -4.3329 -12.2570  0.07
H 10.9399 -3.0386 -13.1142  0.07
H 8.4221 -3.7262 -11.8921  0.08
H 7.3845 -3.3660 -13.0348  0.07
C 14.6759 -0.7725 -17.3372  -0.10
O 15.9020 -1.1473 -17.9073  -0.19
C 16.1958 -2.5419 -17.7694  -0.18
C 17.4254 -2.8212 -18.6443  -0.42
C 17.2597 -2.6487 -20.1436  -0.05
N 17.9048 -4.1858 -18.3830  0.04
H 14.6420 0.3156 -17.3914  0.09
H 14.5498 -1.1255 -16.3137  0.08
H 13.8918 -1.2244 -17.9447  0.09
H 16.3205 -2.8336 -16.7266  0.12
H 15.3931 -3.1417 -18.1982  0.10
H 18.2110 -2.1424 -18.3127  0.13
H 16.3416 -3.0730 -20.5499  0.07
H 18.0712 -2.9629 -20.7999  0.06
H 17.0902 -1.5832 -20.2989  0.08
H 18.0211 -4.4091 -17.4049  0.06
H 18.8151 -4.3298 -18.7962  0.07
C 11.4222 -5.7025 -20.9719  -0.10
O 10.6858 -5.8277 -22.1946  -0.17
C 11.2700 -6.7348 -23.1710  -0.20
C 10.3545 -7.8994 -23.5312  -0.44
C 10.0691 -8.7675 -22.3339  -0.05
N 11.0347 -8.7222 -24.5423  0.04
H 12.4688 -5.9401 -21.1625  0.05
H 11.0862 -6.4051 -20.2093  0.07
H 11.4592 -4.7110 -20.5206  0.08
H 11.5085 -6.1085 -24.0307  0.12
H 12.2428 -7.1577 -22.9199  0.08
H 9.5156 -7.4476 -24.0604  0.14
H 9.3452 -9.5484 -22.5668  0.08
H 9.6595 -8.1879 -21.5066  0.08
H 11.0091 -9.2376 -22.0449  0.04
H 11.9180 -9.0379 -24.1679  0.06
H 11.1893 -8.1656 -25.3707  0.07
C 14.3994 -3.3683 -13.2916  -0.11
O 14.6792 -2.3437 -12.3806  -0.18
C 13.5566 -1.8425 -11.6552  -0.21
C 13.9572 -0.7474 -10.6463  -0.41
C 15.0233 -1.1667 -9.5472  -0.04
N 12.7443 -0.1672 -10.0470  0.03
H 14.0432 -4.2669 -12.7878  0.07
H 15.3654 -3.5357 -13.7681  0.08
H 13.6932 -3.0762 -14.0687  0.08
H 12.7256 -1.6131 -12.3222  0.11
H 13.0007 -2.6262 -11.1405  0.11
H 14.4037 0.0932 -11.1774  0.13
H 15.9221 -1.4887 -10.0732  0.07
H 14.4980 -1.9176 -8.9571  0.07
H 15.2020 -0.3174 -8.8877  0.07
H 12.3299 0.4566 -10.7247  0.07
H 12.1113 -0.9537 -10.0176  0.06
C 9.8545 -4.4518 -17.9252  -0.11
O 8.6025 -3.9023 -18.2992  -0.21
C 7.4805 -4.2575 -17.4160  -0.14
C 6.1331 -3.6779 -18.0165  -0.38
C 4.9458 -4.0284 -17.0612  -0.08
N 5.7529 -4.3031 -19.3054  0.02
H 10.7038 -4.0066 -18.4434  0.08
H 9.8176 -5.5274 -18.0974  0.08
H 10.0203 -4.1988 -16.8780  0.07
H 7.4402 -5.3449 -17.3520  0.12
H 7.6890 -3.8235 -16.4381  0.10
H 6.1830 -2.5942 -18.1227  0.13
H 4.7796 -5.1030 -16.9858  0.07
H 4.0088 -3.5649 -17.3700  0.07
H 5.1515 -3.6599 -16.0562  0.07
H 6.4548 -4.0435 -19.9837  0.06
H 4.8903 -3.9094 -19.6534  0.06
C 15.8478 -14.3313 -15.2744  -0.09
O 15.7196 -12.9206 -15.2077  -0.20
C 14.4946 -12.4836 -15.7587  -0.22
C 14.3006 -10.9561 -15.6571  -0.39
C 13.0404 -10.3707 -16.3844  -0.03
N 15.4000 -10.1361 -16.1405  0.04
H 16.5218 -14.6551 -14.4813  0.09
H 15.9367 -14.6678 -16.3073  0.09
H 14.8913 -14.6869 -14.8915  0.08
H 14.4514 -12.7729 -16.8087  0.12
H 13.6414 -12.9633 -15.2790  0.12
H 14.1850 -10.7768 -14.5881  0.13
H 12.9447 -9.3313 -16.0706  0.07
H 12.1715 -10.9990 -16.1888  0.08
H 13.1597 -10.4518 -17.4648  0.05
H 16.1698 -10.5240 -15.6142  0.07
H 15.6737 -10.3386 -17.0913  0.03
C 11.0567 -13.5991 -22.1029  -0.09
O 12.0017 -13.0565 -21.1650  -0.20
C 12.0041 -11.6318 -21.1810  -0.20
C 13.2275 -11.0374 -20.4255  -0.42
C 13.0830 -9.5386 -20.0981  -0.06
N 14.4764 -11.1291 -21.1584  0.05
H 10.0497 -13.1890 -22.0266  0.08
H 11.0790 -14.6888 -22.1144  0.09
H 11.4465 -13.2602 -23.0628  0.08
H 12.0856 -11.2963 -22.2149  0.11
H 11.0713 -11.2670 -20.7511  0.12
H 13.3271 -11.6407 -19.5231  0.12
H 14.0494 -9.1618 -19.7633  0.07
H 12.2999 -9.4077 -19.3513  0.08
H 12.7773 -8.9438 -20.9588  0.05
H 14.6054 -12.1308 -21.1666  0.07
H 15.2107 -10.7659 -20.5675  0.02
C 20.5057 -7.7003 -15.5814  -0.07
O 19.2725 -6.9612 -15.2181  -0.18
C 18.2951 -7.8620 -14.6849  -0.23
C 17.0145 -7.1518 -14.3918  -0.45
C 17.2626 -6.1454 -13.3049  -0.04
N 15.9315 -7.9989 -13.9661  0.07
H 21.1077 -7.8156 -14.6801  0.08
H 21.1291 -7.2027 -16.3242  0.08
H 20.3779 -8.6847 -16.0317  0.08
H 18.0427 -8.5965 -15.4497  0.11
H 18.6399 -8.3932 -13.7977  0.13
H 16.7453 -6.7260 -15.3584  0.14
H 17.5488 -6.5303 -12.3261  0.09
H 16.3389 -5.6118 -13.0811  0.06
H 18.0446 -5.4386 -13.5825  0.09
H 15.7410 -8.7233 -14.6437  0.04
H 16.1895 -8.5169 -13.1383  0.10
C 18.7495 -5.5626 -22.7560  -0.08
O 18.1320 -6.8205 -22.5264  -0.25
C 16.9387 -7.0923 -23.2871  -0.16
C 15.6955 -6.1610 -23.0666  -0.41
C 15.3516 -6.1647 -21.5950  -0.06
N 14.5894 -6.7468 -23.8188  0.05
H 18.1445 -4.7119 -22.4423  0.07
H 19.1248 -5.4001 -23.7664  0.09
H 19.6698 -5.6487 -22.1782  0.09
H 17.2403 -7.1218 -24.3342  0.12
H 16.6593 -8.1247 -23.0767  0.12
H 15.8865 -5.1304 -23.3655  0.14
H 14.5993 -5.4068 -21.3764  0.07
H 16.2563 -5.9086 -21.0438  0.06
H 15.0459 -7.1602 -21.2733  0.07
H 14.4026 -7.6861 -23.4980  0.07
H 14.8533 -6.8857 -24.7838  0.08
C 17.1841 -11.2267 -18.5150  -0.08
O 16.6992 -10.4939 -19.6227  -0.25
C 17.5652 -9.5390 -20.2133  -0.14
C 18.2217 -8.4697 -19.3308  -0.42
C 17.3161 -7.6438 -18.4870  -0.07
N 18.9883 -7.5090 -20.1284  0.06
H 17.6148 -10.5543 -17.7731  0.08
H 17.9628 -11.8748 -18.9171  0.10
H 16.4001 -11.8535 -18.0900  0.08
H 18.3333 -10.1127 -20.7319  0.14
H 16.8693 -9.0893 -20.9214  0.12
H 18.9525 -8.8919 -18.6409  0.12
H 16.6906 -7.0477 -19.1515  0.06
H 17.7724 -6.9770 -17.7554  0.07
H 16.5572 -8.2501 -17.9923  0.06
H 18.9315 -6.5983 -19.6954  0.05
H 18.6126 -7.3439 -21.0512  0.01
C 13.3404 -7.0372 -11.7188  -0.08
C 12.9684 -7.5968 -13.0928  -0.31
O 13.4639 -6.6736 -13.9960  -0.13
H 14.3595 -6.6798 -11.5716  0.07
H 13.2202 -7.7986 -10.9481  0.07
H 12.6252 -6.2589 -11.4527  0.06
H 11.8835 -7.6969 -13.1251  0.12
H 13.4115 -8.5664 -13.3202  0.09
H 14.4014 -6.8775 -14.0279  0.03
C 13.6112 -6.5088 -17.8380  -0.06
C 13.7100 -5.2374 -17.0071  -0.31
O 12.6512 -5.0505 -16.0821  -0.09
H 14.2572 -6.4333 -18.7127  0.06
H 12.6248 -6.6690 -18.2732  0.06
H 13.8549 -7.3444 -17.1818  0.06
H 13.7913 -4.3643 -17.6545  0.09
H 14.6665 -5.1940 -16.4863  0.10
H 12.8170 -5.5721 -15.2934  0.02

Atomic forces in eV per Å
0.40 0.64 -0.25
-0.95 0.06 0.38
0.98 0.06 -0.23
1.85 0.46 0.03
0.36 -1.54 0.50
-1.90 0.87 0.56
0.11 0.10 -0.28
0.20 0.07 0.22
-0.34 -0.38 -0.11
0.18 -0.24 0.30
0.33 -0.21 -0.16
-0.30 -0.22 -0.25
0.31 0.40 -0.24
-0.49 -0.78 0.33
-0.36 0.37 -1.27
0.22 -0.08 0.32
-0.53 0.45 0.18
-0.06 -0.18 -0.50
0.85 -0.75 0.36
-0.05 0.69 -1.67
1.29 -0.77 0.74
-1.23 1.17 -0.12
-0.39 -0.63 -0.12
-0.22 -0.11 0.12
0.14 0.07 0.24
-0.49 0.17 0.05
0.26 0.05 0.17
-0.40 -0.06 0.10
-0.04 0.54 -0.03
-0.09 -0.55 0.26
0.30 -0.10 0.52
0.27 0.19 -0.21
-0.12 0.22 0.26
0.06 0.10 -0.19
0.68 -0.69 -0.48
0.72 -0.34 0.35
-0.32 0.82 0.45
0.70 0.55 -0.76
-0.63 0.15 -0.01
-0.53 -0.03 0.08
0.15 -0.13 -0.02
-0.30 -0.11 0.04
-0.69 0.24 -0.49
-0.26 -0.10 -0.36
0.07 0.17 0.82
-0.60 -0.36 0.47
0.09 -0.07 -0.11
0.17 0.05 0.07
-0.11 0.00 0.17
0.29 -0.07 -0.14
0.28 -0.07 -0.14
0.41 0.11 -0.12
-0.52 0.95 1.00
0.44 -0.66 0.02
0.86 0.84 -0.13
-2.01 0.28 -1.31
0.23 -0.78 0.00
-0.05 -0.19 -0.05
-0.11 -0.42 -0.13
-0.29 0.09 -0.03
0.24 1.26 -0.63
0.55 -0.85 0.86
0.25 -0.16 -0.37
-0.04 -0.29 0.42
0.61 -0.44 0.13
0.11 0.03 -0.22
-0.08 0.21 -0.06
-0.65 0.01 0.54
-0.84 0.15 0.83
-1.06 0.37 -0.21
0.38 0.93 -1.85
-0.78 -1.38 0.66
0.88 0.46 0.30
1.11 0.05 0.25
-0.44 0.11 -0.45
0.36 -0.21 0.21
0.23 -0.47 0.31
-0.24 -0.16 0.10
-0.26 -0.03 0.13
0.38 0.15 0.25
0.16 -0.04 -0.20
0.08 0.05 -0.26
0.03 0.02 0.12
0.22 -0.16 -0.27
-0.20 0.11 0.20
-1.65 0.60 1.02
0.26 0.80 0.06
-0.23 0.59 -0.80
-1.13 0.32 -0.72
0.66 -1.62 0.47
0.87 -0.49 1.01
0.72 0.01 -0.81
0.66 -0.27 0.14
-0.30 -0.64 -0.22
-0.01 -0.14 -0.44
-0.10 -0.19 0.28
0.08 0.35 0.17
-0.30 -0.16 -0.12
-0.31 0.37 0.38
0.31 0.29 -0.05
0.85 0.21 0.07
-0.64 0.05 -0.24
1.30 0.92 -0.57
-0.36 -0.26 0.47
0.87 0.11 -0.01
-0.58 0.70 -0.08
-0.83 -0.70 0.11
-0.73 -1.04 -0.75
-0.12 -0.10 0.49
-0.02 0.16 0.49
-0.30 -0.19 -0.53
-0.15 0.17 -0.29
-0.14 0.17 0.11
-0.30 0.13 0.61
-0.13 0.08 0.31
0.15 0.30 0.24
0.14 -0.14 -0.21
0.77 -0.32 -0.64
0.10 -0.07 0.02
-0.43 0.59 0.58
1.15 -1.42 -0.63
0.48 -0.63 -0.89
0.64 0.53 0.42
-0.37 1.43 0.23
-0.27 -0.72 0.10
0.00 -0.08 0.09
-0.48 0.78 0.14
-0.82 -0.16 0.22
0.24 -0.45 -0.20
0.35 -0.03 0.24
-0.33 0.61 0.13
0.19 -0.74 -0.17
-0.01 0.33 -0.20
-0.12 0.09 -0.06
-0.23 0.00 -0.66
0.10 0.15 0.50
0.70 -0.50 0.29
-1.21 0.45 -1.31
0.53 0.71 -0.16
0.73 -1.57 0.34
0.45 0.46 0.06
-0.04 0.47 -0.45
-0.07 -0.04 0.09
-0.50 -0.24 -0.45
-0.09 0.43 0.35
-0.15 0.32 -0.38
-0.10 0.02 0.45
-0.02 -0.09 -0.38
-0.14 -0.22 0.10
-0.02 0.06 0.23
-0.24 -0.03 0.07
-0.01 -0.18 0.44
0.02 0.26 -0.35
0.93 0.01 -0.98
-0.67 0.36 1.32
-0.03 -0.04 0.00
0.95 0.83 0.51
-2.51 -0.35 0.18
0.92 -0.37 -0.28
-0.01 -0.14 0.23
0.33 -0.29 0.41
-0.06 0.17 -0.17
0.31 0.27 -0.30
0.42 0.39 -0.31
0.08 -0.77 -0.06
0.11 0.40 -0.04
0.34 -0.19 -0.17
0.05 -0.24 0.58
0.04 0.00 0.33
-0.18 -0.50 0.02
-0.69 -1.05 1.05
0.50 0.20 1.46
-0.95 0.96 -1.56
0.02 0.09 -0.62
-0.15 -0.22 0.17
0.20 0.27 -0.10
-0.02 0.14 -0.43
-0.02 -0.28 0.30
0.95 -0.23 -0.18
-0.15 0.25 0.16
0.04 0.25 -0.01
-0.20 0.54 -0.85
0.48 -0.24 0.19
-0.28 0.15 0.33
0.12 -0.30 -0.37
-0.63 0.12 -0.09
0.30 -0.36 0.24
0.26 -0.46 0.32

Results
structure (SMILES): COC[C@H](C)N.COC[C@H](C)N.COC[C@H](C)N.COC[C@H](C)N.COC[C@H](C)N.COC[C@H](C)N.COC[C@H](C)N.COC[C@H](C)N.COC[C@H](C)N.COC[C@H](C)N.CCO.CCO
DFT total energy: -87069.655 eV
E_LUMO: 0.423 eV
HOMO-LUMO gap: 9.1 eV
HOMO energy: -0.3193 Ha